No. 1
ORCA calculation (ωB97M-V/def2-TZVPD) on a structure of composition C48H52Cl3N6O4V at a distorted geometry.

For the lowest unoccupied orbital energy (spin up / spin down), the calculation gives 0.07270 / 0.06351 Ha. As for the multiplicity: 4. The calculation puts the relative energy (zero: lowest compared OMol25 entry of this formula, charge and spin) at 0.2281 eV. Its total charge is -1. As for the expectation value of S²: 3.78.

Positions of all 114 atoms, in Å:
V (0.16056, 0.04620, -0.39187)
C (0.90304, -6.24014, 0.05222)
C (2.10059, -5.31445, 0.30136)
C (1.69085, -3.91238, 0.63558)
C (1.62550, -3.35334, 1.87643)
C (1.98334, -3.98805, 3.18473)
C (3.45832, -3.77882, 3.54934)
C (1.21308, -1.98034, 1.68909)
C (1.19798, -1.02290, 2.69448)
C (1.13949, 0.35041, 2.47136)
C (1.38576, 1.37300, 3.46916)
C (1.56359, 1.12840, 4.93492)
C (0.22002, 0.97921, 5.65886)
C (1.38425, 2.56231, 2.80810)
C (1.08070, 2.26813, 1.42055)
C (0.74992, 3.22563, 0.46674)
C (0.24769, 3.00625, -0.80979)
N (0.13760, 1.78402, -1.40962)
C (-0.43656, 1.99186, -2.62361)
C (-0.59422, 1.00476, -3.58719)
C (-0.17117, -0.31505, -3.44344)
N (0.26082, -0.87229, -2.27055)
C (0.67953, -2.14400, -2.58218)
C (1.16447, -3.07384, -1.66923)
C (1.26861, -2.89514, -0.29985)
N (0.95755, -1.73514, 0.36711)
C (0.47914, -2.40113, -3.98605)
C (-0.07205, -1.27069, -4.51816)
C (-0.55939, -1.05977, -5.91832)
C (-2.05175, -1.39727, -6.03813)
C (0.89941, -3.63910, -4.71920)
C (2.37993, -3.56792, -5.11965)
C (-0.75013, 3.39965, -2.79222)
C (-0.30164, 4.03186, -1.67551)
C (-0.44339, 5.47501, -1.31208)
C (-1.58895, 5.69723, -0.31218)
C (-1.38447, 4.00101, -4.00790)
C (-0.35789, 4.27114, -5.11788)
N (0.97515, 0.91462, 1.24655)
C (1.66941, 3.92740, 3.35377)
C (3.05725, 4.42740, 2.93412)
H (1.23466, -7.26643, -0.12767)
H (0.32623, -5.90692, -0.81147)
H (0.23304, -6.23795, 0.91492)
H (2.74862, -5.31454, -0.57972)
H (2.68796, -5.71610, 1.12956)
H (1.77584, -5.05924, 3.12974)
H (1.35441, -3.58385, 3.98092)
H (4.10840, -4.23339, 2.79818)
H (3.68952, -4.22346, 4.52174)
H (3.69444, -2.71286, 3.59470)
H (1.35368, -1.36204, 3.71136)
H (2.11684, 1.95945, 5.37805)
H (2.16091, 0.22456, 5.09184)
H (-0.38640, 1.87871, 5.53458)
H (0.36830, 0.80834, 6.72906)
H (-0.35424, 0.14232, 5.25526)
H (0.81807, 4.25980, 0.78362)
H (-1.02532, 1.29353, -4.53914)
H (1.46437, -4.03932, -2.06362)
H (0.01116, -1.68833, -6.60668)
H (-0.39398, -0.02305, -6.21983)
H (-2.22645, -2.44041, -5.76416)
H (-2.41889, -1.23931, -7.05700)
H (-2.63559, -0.77458, -5.35484)
H (0.28510, -3.76037, -5.61382)
H (0.73693, -4.52209, -4.09537)
H (2.54946, -2.71159, -5.77634)
H (2.70136, -4.47315, -5.64282)
H (3.00292, -3.43627, -4.23296)
H (-0.63654, 6.06686, -2.20958)
H (0.49029, 5.84682, -0.88193)
H (-2.54526, 5.42207, -0.76190)
H (-1.63868, 6.74433, -0.00157)
H (-1.45668, 5.07440, 0.57458)
H (-1.87818, 4.93702, -3.74054)
H (-2.15737, 3.32646, -4.38701)
H (0.42666, 4.93676, -4.75174)
H (-0.82714, 4.73325, -5.99037)
H (0.12095, 3.34126, -5.43077)
H (1.60622, 3.90237, 4.44348)
H (0.90569, 4.62870, 3.00675)
H (3.83137, 3.76286, 3.32529)
H (3.24713, 5.43745, 3.30784)
H (3.14805, 4.43459, 1.84597)
Cl (-2.84799, -0.81942, -1.80756)
C (-4.35820, 0.08470, -1.98222)
Cl (-4.26568, 1.72886, -1.32741)
H (-5.13978, -0.44353, -1.45482)
H (-4.57811, 0.17469, -3.03751)
O (-3.10079, 1.26690, 4.64766)
C (-3.20995, -0.03516, 4.72257)
O (-3.58067, -0.59125, 5.73512)
C (-2.86836, -0.82533, 3.49741)
C (-3.09558, -2.17208, 3.36031)
Cl (-3.74425, -3.26122, 4.49951)
N (-2.65638, -2.55647, 2.13461)
N (-2.12697, -1.50850, 1.47433)
C (-2.24339, -0.46072, 2.25654)
C (-1.91167, 0.89034, 1.63677)
O (-2.11838, 1.90752, 2.32563)
O (-1.50681, 0.93339, 0.44011)
C (-2.85444, -3.76386, 1.38536)
C (-2.01448, -3.98678, 0.30074)
C (-2.23444, -5.06598, -0.53678)
C (-3.28705, -5.93939, -0.29353)
C (-4.12553, -5.70815, 0.78520)
C (-3.92395, -4.62057, 1.62501)
H (-2.73791, 1.58469, 3.73719)
H (-1.21261, -3.28763, 0.11397)
H (-1.58376, -5.20133, -1.39406)
H (-3.45704, -6.78862, -0.94456)
H (-4.96861, -6.36526, 0.96686)
H (-4.60355, -4.43668, 2.44108)

***

No. 2
ORCA calculation (ωB97M-V/def2-TZVPD) on a structure of composition C48H52F5N4OP2S2Si2V at a distorted geometry.

For the lowest unoccupied orbital energy (spin up / spin down), the calculation gives -0.24620 / -0.24644 Ha. Its total charge is +2.

Positions of all 117 atoms, in Å:
V (0.21098, 0.33187, -0.47937)
C (0.71826, -3.67285, -2.23786)
Si (-0.34021, -2.17443, -2.77086)
C (0.71843, -1.23491, -4.05012)
C (-2.03419, -2.73584, -3.45676)
N (-0.62094, -1.00659, -1.43933)
P (-1.55348, -1.45703, -0.16092)
C (-0.76189, -0.42309, 1.00417)
P (-1.34720, 1.12416, 1.58872)
N (-0.82303, 1.88250, 0.24011)
Si (-0.83200, 3.66936, 0.09577)
C (0.96197, 4.27715, 0.26428)
C (-1.85021, 4.42008, 1.51707)
C (-1.60698, 4.12211, -1.59213)
C (-3.11785, 1.26447, 1.90529)
C (-3.95531, 1.78448, 0.92328)
C (-5.31334, 1.86683, 1.16778)
C (-5.83130, 1.42286, 2.37573)
C (-4.99424, 0.89822, 3.34895)
C (-3.63270, 0.81345, 3.11817)
C (-0.41277, 1.43503, 3.11040)
C (-0.80784, 2.37169, 4.06188)
C (-0.02549, 2.57446, 5.18603)
C (1.15167, 1.86206, 5.36228)
C (1.52980, 0.90601, 4.43114)
C (0.74406, 0.68306, 3.31657)
C (-1.35765, -3.16144, 0.40883)
C (-2.09803, -4.21820, -0.11587)
C (-1.91650, -5.49252, 0.39640)
C (-1.01313, -5.71456, 1.42791)
C (-0.28875, -4.65736, 1.96041)
C (-0.46113, -3.38416, 1.45038)
C (-3.30237, -1.14004, -0.44741)
C (-3.74598, -0.39399, -1.53387)
C (-5.10341, -0.19060, -1.70880)
C (-6.00403, -0.71197, -0.79143)
C (-5.55777, -1.43989, 0.30305)
C (-4.20477, -1.65669, 0.47916)
H (0.47402, -4.52620, -2.86228)
H (1.77444, -3.46977, -2.38782)
H (0.58738, -3.97549, -1.20472)
H (1.06789, -1.96186, -4.77510)
H (0.16803, -0.47621, -4.59434)
H (1.58998, -0.76787, -3.59374)
H (-2.14422, -2.47534, -4.50272)
H (-2.09605, -3.81713, -3.39751)
H (-2.88792, -2.32853, -2.92764)
H (1.44162, 3.87392, 1.15240)
H (1.57743, 4.00818, -0.58790)
H (0.97531, 5.35862, 0.34969)
H (-1.19512, 4.74508, 2.32006)
H (-2.39301, 5.29261, 1.16804)
H (-2.58084, 3.73557, 1.93388)
H (-0.86420, 4.08593, -2.38296)
H (-2.45728, 3.50641, -1.87939)
H (-1.95148, 5.14811, -1.53748)
H (-3.52345, 2.13837, -0.00415)
H (-5.96466, 2.29783, 0.42446)
H (-6.88994, 1.49797, 2.56852)
H (-5.40076, 0.57683, 4.29444)
H (-2.96422, 0.42379, 3.87467)
H (-1.73498, 2.91297, 3.93971)
H (-0.33889, 3.28761, 5.93208)
H (1.76301, 2.03100, 6.23488)
H (2.42855, 0.32496, 4.57659)
H (0.99994, -0.10056, 2.60792)
H (-2.81892, -4.03950, -0.90175)
H (-2.48554, -6.31860, -0.00510)
H (-0.87907, -6.71229, 1.81840)
H (0.40217, -4.81755, 2.77545)
H (0.07899, -2.54075, 1.86669)
H (-3.03183, -0.00629, -2.25047)
H (-5.44702, 0.36685, -2.56667)
H (-7.06235, -0.55855, -0.93109)
H (-6.26261, -1.85381, 1.00751)
H (-3.83634, -2.24132, 1.31222)
F (5.75342, -3.38536, 1.65039)
C (4.95874, -2.36992, 1.35566)
C (3.75802, -2.59601, 0.68111)
F (3.39365, -3.82227, 0.31713)
C (2.93167, -1.52061, 0.40471)
F (1.74510, -1.72530, -0.23531)
C (3.23826, -0.21398, 0.77530)
S (2.09872, 1.06498, 0.48527)
C (4.45709, -0.00063, 1.43283)
F (4.78603, 1.23119, 1.80450)
C (5.30663, -1.06553, 1.72231)
F (6.44020, -0.84213, 2.36691)
C (1.66328, 5.36757, -5.64300)
C (2.21044, 4.02655, -6.12202)
C (2.10801, 2.96141, -5.03398)
N (0.71162, 2.64458, -4.80549)
C (0.19913, 2.07867, -3.73525)
S (1.14211, 1.75252, -2.35708)
N (-1.12199, 1.75022, -3.66091)
C (-2.24843, 2.11055, -4.43241)
O (-3.32037, 2.03010, -3.88953)
C (-2.05319, 2.52919, -5.83580)
C (-1.33682, 1.72774, -6.73219)
C (-1.22980, 2.10202, -8.05992)
C (-1.82797, 3.27305, -8.50076)
C (-2.54103, 4.06870, -7.61698)
C (-2.67251, 3.69347, -6.29078)
H (1.74971, 6.10984, -6.43168)
H (2.22222, 5.71769, -4.77890)
H (0.61544, 5.29818, -5.35495)
H (3.25653, 4.14615, -6.40894)
H (1.66512, 3.69852, -7.01067)
H (2.55303, 3.32321, -4.10377)
H (2.63396, 2.04789, -5.33321)
H (0.09341, 2.82323, -5.59687)
H (-1.38537, 1.40294, -2.73217)
H (-0.90317, 0.79753, -6.39188)
H (-0.68420, 1.48104, -8.75330)
H (-1.74637, 3.56203, -9.53648)
H (-3.00885, 4.97469, -7.96944)
H (-3.24365, 4.29282, -5.59774)

***

Energy for every record listed, in sequence, given in hartree: -4814.644878 -5655.624042.